No. 1
ORCA calculation (wB97M-V/def2-TZVPD) on a 16-piece molecular cluster, C19H70N10O16 overall at a distorted geometry.

The geometry in XYZ format:
```
115
Properties=species:S:1:pos:R:3:lowdin_charge:R:1
O -3.373 -3.655 3.248 -0.08
H 4.103 0.750 2.585 0.12
C -3.166 -2.362 3.600 -0.62
H -1.049 2.430 2.671 0.05
C -0.576 -4.208 1.011 -0.11
O -4.580 -1.916 -1.146 -0.11
H 0.209 0.191 -0.497 0.06
H 0.386 1.908 3.530 0.09
C 5.195 -2.850 0.566 -0.08
H 5.601 2.454 1.501 0.08
H -0.550 -5.283 0.846 0.09
H 0.099 0.441 1.222 0.09
H 2.273 5.218 -1.023 0.07
H -5.369 -0.203 2.005 0.15
H 1.659 2.621 1.324 0.03
H -3.735 -0.828 4.781 0.10
H 1.217 3.952 -1.440 0.10
H 2.746 -1.868 0.912 0.03
O -4.911 1.772 0.391 -0.04
O 3.035 -2.217 0.061 -0.13
O -4.200 1.570 -2.588 -0.11
O 2.594 0.917 1.176 -0.11
H -4.646 -3.522 0.007 0.09
N 1.899 2.427 -3.820 0.19
O -1.438 0.810 3.783 -0.17
H 2.873 3.612 -0.583 0.05
C -0.427 -0.773 -3.950 -0.12
N -2.682 1.200 1.146 0.14
H -1.169 -4.008 1.864 0.05
C 3.962 0.857 1.472 -0.25
C 0.646 2.518 -3.609 -0.69
N 0.011 3.114 -4.542 0.17
H 4.742 2.435 -0.023 0.06
H 0.508 5.005 0.710 0.10
C -2.292 3.985 -0.573 -0.63
H 2.098 0.231 1.587 0.02
H -1.110 0.479 4.636 0.11
H -3.458 0.532 -1.202 0.05
O -0.629 -1.135 -2.591 -0.10
H -0.988 3.299 -4.358 0.14
C 1.116 -1.833 3.309 -0.10
H 2.403 3.052 -4.446 0.14
H -1.247 -0.274 -4.467 0.09
H -2.140 1.021 1.985 0.06
O 2.342 -1.484 2.700 -0.14
C 4.625 2.243 1.038 -0.04
C 1.359 4.370 0.703 -0.30
H 3.380 -4.019 0.977 0.12
H -3.965 4.555 -1.488 0.14
N -4.399 0.181 1.931 0.16
H -5.036 1.043 -2.599 0.14
H -2.254 1.278 -2.217 0.05
N -3.248 3.832 -1.432 0.20
C -0.692 2.022 3.566 -0.07
O -0.010 2.070 -2.524 -0.11
O 0.881 3.153 1.219 -0.11
H 0.763 -1.002 3.888 0.07
O -0.982 -3.517 -0.169 -0.16
H -0.969 -2.578 0.129 0.03
C -4.314 -2.470 0.122 -0.16
H 2.594 1.296 -0.703 0.12
H 0.444 -3.914 1.185 0.06
O 2.391 -2.723 -3.679 -0.10
O 2.996 1.402 -1.653 -0.18
H 4.037 3.033 1.415 0.04
H 3.990 -0.235 -1.462 0.06
C 2.000 4.254 -0.653 -0.05
H 2.076 4.717 1.421 0.10
H 2.486 -0.508 -2.087 0.06
C 3.816 -3.379 0.211 -0.27
H -3.543 2.891 -1.717 0.05
H -4.060 -2.426 -1.792 0.09
H 1.208 -2.581 4.065 0.09
H 3.906 -3.952 -0.690 0.12
H 0.407 -0.159 -3.963 0.05
H 3.102 -1.520 3.331 0.13
N 1.147 -3.079 -1.819 0.16
H 5.347 -2.424 1.528 0.06
H -0.698 3.250 0.282 0.06
H 0.290 -3.376 -1.332 0.08
H 1.901 -2.847 -1.206 0.06
H 5.486 -2.148 -0.183 0.07
H 3.835 0.137 -3.118 0.11
H -3.152 -0.084 -2.756 0.07
H 5.924 -3.636 0.563 0.07
N -1.416 3.024 -0.384 0.14
H 4.551 0.038 1.032 0.10
O -2.101 5.180 0.020 -0.12
C -4.022 1.099 1.117 -0.61
H -1.833 -0.145 0.555 0.05
C 3.284 0.183 -2.164 -0.17
H 0.382 -2.099 2.603 0.05
H -2.165 -1.721 2.010 0.06
H -2.031 -0.589 3.235 0.03
H -0.915 2.697 4.359 0.09
H -3.261 -2.650 0.395 0.06
N -3.621 -1.820 4.678 0.16
C 0.060 -0.312 0.409 -0.10
H 0.913 -1.008 0.482 0.08
C -3.178 0.799 -2.194 -0.20
H -0.437 -4.413 -3.191 0.10
H -1.082 2.427 -1.173 0.08
C 1.311 -3.278 -3.079 -0.65
H 0.351 3.219 -5.502 0.13
H -2.304 1.940 0.521 0.06
H -0.222 -1.601 -4.517 0.03
H -3.700 -0.175 2.622 0.07
H 0.293 -4.145 -4.727 0.17
O -1.219 -0.919 0.491 -0.16
H 2.397 2.011 -2.999 0.06
H -4.307 -2.342 5.279 0.15
N 0.394 -4.078 -3.635 0.15
H 0.147 -1.410 -2.157 -0.01
N -2.441 -1.460 2.937 0.13
H -4.885 -1.987 0.874 0.05
```

Properties
HOMO-LUMO gap   7.7 eV
Charge   0
Energy above the lowest of the compared OMol25 structures with the same formula, charge and spin   0.0 kcal per mole
Maximum force   8.3 eV/Å

=====

No. 2
ORCA calculation (wB97M-V/def2-TZVPD) on a 17-piece molecular cluster, C19H72N18O17 overall at a distorted geometry.

The geometry in XYZ format:
```
126
Properties=species:S:1:pos:R:3:lowdin_charge:R:1
H -2.156 7.833 20.752 0.09
C -5.683 7.855 21.037 -0.61
H -3.692 9.271 17.499 0.09
H 2.556 10.809 25.019 0.10
H 2.325 12.007 23.099 0.10
H 0.411 13.920 20.537 0.07
H 0.329 13.148 16.179 0.08
N -2.067 6.516 22.619 0.22
O 0.911 11.859 17.620 -0.20
C -4.975 11.818 19.715 -0.24
H 1.932 14.300 21.685 0.14
N -2.598 6.941 20.606 0.11
O -2.713 14.575 19.817 -0.06
N -2.417 6.695 17.900 0.12
H 0.083 5.473 20.157 0.05
N -5.794 6.973 18.087 0.16
H -3.217 7.443 17.923 0.06
H 1.832 12.860 24.609 0.12
H -4.865 9.516 15.248 0.04
H -1.475 12.397 18.444 0.06
C -2.584 5.363 18.042 -0.61
O -6.766 8.614 21.602 -0.18
H -2.070 7.431 22.933 0.04
H -2.967 12.293 22.393 0.04
H -2.591 10.634 23.869 0.03
H -2.846 9.026 24.365 0.09
H -6.145 10.160 18.836 0.05
H -4.656 6.229 20.602 0.06
H -3.924 13.577 21.995 0.07
H 1.197 6.746 21.491 0.07
H -3.931 13.140 23.696 0.09
H 2.238 14.911 17.788 0.15
H -1.366 10.276 15.023 0.05
O -1.461 4.558 17.958 -0.12
H 2.153 13.294 18.353 0.07
H 1.943 12.846 20.701 0.09
N -1.534 11.410 18.402 0.19
H -0.027 11.692 17.845 0.02
H 0.184 14.160 18.254 0.09
O 1.762 10.723 24.459 -0.07
N 3.311 9.818 20.242 0.19
N -3.806 4.981 18.165 0.19
H 0.184 11.373 22.580 0.04
H -2.084 14.022 23.812 0.05
H -1.410 14.187 17.535 0.13
H -2.648 6.656 19.571 0.09
H -1.505 7.177 17.943 0.08
H -4.534 9.509 20.823 0.08
H 2.050 12.642 16.261 0.10
H -2.407 10.917 13.748 0.09
C -4.184 11.240 15.747 -0.57
N 1.431 10.995 20.192 0.13
H 0.554 8.984 18.646 0.05
H 1.638 11.423 19.327 0.05
C -1.523 10.640 19.473 -0.56
H -1.224 11.932 14.549 0.07
H 3.795 10.432 19.567 0.13
C 0.759 8.631 17.648 -0.14
N -0.842 14.149 18.375 0.16
C 2.065 9.974 20.655 -0.58
N 2.031 13.877 20.751 0.12
N -4.271 8.532 17.935 0.12
O -2.320 14.073 22.929 -0.10
O -2.802 4.748 21.200 -0.07
O 1.664 6.601 20.638 -0.16
C -6.318 11.159 19.217 -0.03
H 1.163 7.614 17.533 0.09
O 2.140 16.178 20.026 -0.13
H -4.601 5.589 17.936 0.08
O -1.809 9.305 19.479 -0.05
H 1.189 5.826 18.886 0.07
O -1.389 9.218 22.928 -0.14
O -4.226 11.005 20.603 -0.12
N -1.203 11.330 20.544 0.11
H 0.071 13.120 22.883 0.05
C 0.232 12.142 23.346 -0.09
H -5.522 10.797 14.291 0.15
C -3.362 13.194 22.817 -0.14
C 2.268 14.778 19.809 -0.55
H 0.034 7.145 19.648 0.07
H -1.423 10.782 21.462 0.14
H 0.386 10.963 20.313 0.06
O 1.347 9.195 21.564 -0.10
H -1.988 11.040 17.593 0.05
C -2.495 6.033 21.479 -0.64
C -1.398 10.918 14.181 -0.22
N -4.636 8.469 20.630 0.09
N -4.301 12.529 15.552 0.20
H -6.872 11.055 20.144 0.07
C -5.229 7.850 17.324 -0.61
H -4.308 11.899 18.817 0.10
H -3.690 13.189 16.003 0.12
C -1.395 14.336 19.552 -0.57
H -6.240 5.870 21.465 0.21
H -4.355 8.697 18.980 0.08
H -3.735 7.869 20.455 0.06
H -3.499 9.601 22.869 0.11
H -0.697 9.249 23.617 0.11
H -6.695 6.754 17.628 0.15
H -1.127 14.069 21.485 0.13
N -0.655 13.890 20.541 0.12
C 1.020 12.340 16.369 -0.17
H -5.043 12.831 20.162 0.11
H 0.720 11.510 15.735 0.08
O -0.416 8.526 16.850 -0.11
C 0.653 6.209 19.704 -0.15
N -5.557 6.557 20.894 0.13
H -3.333 11.339 20.516 0.04
H -0.536 12.069 24.105 0.08
N -4.846 10.460 14.985 0.22
O -3.224 10.700 16.592 -0.15
O -5.411 7.996 15.999 -0.08
H 3.846 9.140 20.773 0.13
H -3.942 4.016 18.256 0.11
C 1.615 12.029 23.919 -0.32
H -5.905 6.881 19.140 0.10
H -0.821 10.493 12.347 0.09
H -0.025 8.803 16.036 0.06
H -6.880 11.773 18.539 0.07
H -2.096 5.823 23.341 0.12
H -5.036 12.901 14.980 0.12
C -2.577 9.666 23.522 -0.15
O -0.489 10.538 13.250 -0.08
H -0.920 12.413 20.555 0.08
H 1.490 9.309 17.210 0.08
N 2.227 14.273 18.599 0.15
```

Properties
HOMO-LUMO gap   7.5 eV
Charge   0
Energy above the lowest of the compared OMol25 structures with the same formula, charge and spin   86.1 kcal per mole
Maximum force   9.4 eV/Å

=====

No. 3
ORCA calculation (wB97M-V/def2-TZVPD) on a 19-piece molecular cluster, C19H76N34O19 overall at a distorted geometry.

The geometry in XYZ format:
```
148
Properties=species:S:1:pos:R:3:lowdin_charge:R:1
H 2.710 1.530 -1.210 0.06
N 1.356 2.714 -2.395 0.15
H -2.908 4.362 -4.813 0.12
H -1.814 -1.932 3.800 0.07
O -1.477 -4.400 -0.360 0.02
H -3.201 1.901 -3.059 0.08
N -2.003 -3.209 -2.831 0.17
N 3.048 -4.910 -0.386 0.19
O -3.121 -1.424 -3.660 0.05
H 0.990 -1.528 2.687 0.07
O 5.173 2.908 0.317 0.07
H -1.722 -3.567 -3.733 0.11
N -2.920 1.378 3.536 0.16
H 1.589 -3.814 -4.403 0.07
H 0.535 -4.061 0.963 0.07
H -2.803 2.205 4.106 0.12
H -6.715 -0.582 -1.337 0.09
O -2.820 7.232 0.547 0.03
O -1.490 3.420 0.359 0.05
N 2.367 2.528 2.489 0.19
C -3.810 1.614 2.597 -0.78
H 3.093 -0.625 -3.157 0.10
O 2.081 -3.023 0.210 0.02
C 4.689 -1.067 -2.186 -0.79
H 6.473 2.936 2.381 0.12
H 0.819 -1.795 0.158 0.06
H 5.982 -1.729 -0.809 0.11
N 6.423 -2.567 3.836 0.19
N 0.029 -4.865 1.306 0.17
H -2.162 6.121 -2.046 0.13
H 0.607 3.262 -2.794 0.08
O 2.881 4.398 -2.372 0.05
O 2.093 -0.154 -5.084 0.01
H -5.821 -0.767 0.160 0.05
O 1.178 0.577 -0.527 0.00
C 1.724 -3.914 -3.326 -0.15
H -1.471 4.839 -1.112 0.08
H 0.168 5.114 0.036 0.12
H -0.647 -1.529 -5.301 0.11
H -4.609 0.560 1.156 0.08
H -3.780 -4.381 1.399 0.13
H -3.761 0.296 -2.807 0.07
H 1.447 -0.440 4.012 0.08
N 6.229 -0.350 3.915 0.20
C -2.708 -2.971 2.359 -0.71
H 2.758 -3.603 -3.182 0.08
H -0.876 -1.700 0.163 0.06
H -0.435 -6.890 1.210 0.12
H -3.326 3.356 -1.223 0.06
O -2.339 -2.191 1.461 -0.03
N -1.084 -6.455 0.570 0.18
C 6.218 2.397 0.522 -0.79
C -0.958 -5.187 0.423 -0.69
H 4.714 -4.352 1.317 0.11
H 0.832 -1.863 -6.219 0.14
N 6.931 2.438 1.631 0.17
N 0.002 -1.201 0.151 0.19
H 0.342 5.398 1.782 0.12
H 6.224 1.546 -1.223 0.12
H 7.696 1.790 1.758 0.10
H 0.488 -5.573 1.862 0.11
O 5.466 -0.498 -2.970 0.01
N -3.941 0.544 1.913 0.21
H -0.650 -0.191 2.472 0.06
N -6.958 -1.562 -1.299 0.18
H -3.370 5.739 -3.929 0.11
O -0.543 -0.435 3.395 -0.16
H -0.595 -0.428 -3.581 0.09
C 0.920 -0.497 -4.875 -0.79
N -2.806 4.902 -3.965 0.17
N -2.409 -2.729 3.625 0.18
N 3.438 -1.083 -2.326 0.20
O 4.841 -1.511 2.729 -0.02
N 0.355 -1.468 -5.421 0.18
H -3.831 -4.318 3.183 0.12
H 2.326 -5.026 -1.082 0.07
N -0.984 3.650 2.527 0.20
N 6.743 1.621 -0.359 0.19
H -3.679 -1.178 -1.202 0.08
H -1.278 1.412 -0.432 0.09
H 5.639 0.450 3.736 0.08
H 7.232 -0.235 3.876 0.12
C -4.391 1.591 -1.428 -0.70
H -2.996 4.847 1.273 0.06
H -2.375 0.541 3.685 0.08
H -1.762 -0.221 0.088 0.08
H -1.576 -3.635 -2.020 0.04
H 7.170 -2.464 4.508 0.12
N 3.138 2.437 -1.326 0.17
O -5.167 0.826 -0.848 -0.05
H -4.728 4.781 1.274 0.09
N -3.801 1.271 -2.545 0.22
H -3.405 -0.292 2.096 0.08
C -2.084 4.389 -2.960 -0.76
H -7.474 -2.007 -2.044 0.13
C -6.483 -2.388 -0.446 -0.77
H 3.558 -0.308 2.180 0.06
H 0.511 -1.820 4.437 0.08
H 0.403 -5.194 -2.741 0.07
C -2.678 -2.065 -2.760 -0.75
C 5.853 -1.464 3.430 -0.74
H 4.033 -2.791 1.696 0.06
H -2.593 -3.440 4.318 0.11
H 0.538 0.947 -3.541 0.08
C 2.472 3.326 -2.052 -0.77
N 0.013 4.852 0.999 0.20
O 1.357 -5.199 -2.848 -0.13
N -3.028 -1.895 -1.490 0.19
N -5.613 -1.737 0.348 0.15
N -1.079 0.437 -0.259 0.22
H -2.625 -2.547 -0.833 0.05
H -4.413 2.888 0.056 0.07
C -3.825 6.587 0.745 -0.78
H -0.500 4.193 3.227 0.12
N -5.023 7.047 0.659 0.16
H 1.087 1.874 -1.903 0.04
O -4.389 2.649 2.378 0.05
H 7.608 1.142 -0.151 0.11
N 3.975 -3.673 1.207 0.18
N 2.947 0.482 2.035 0.19
H 3.983 2.736 -0.860 0.04
C 3.185 1.538 2.767 -0.78
O -1.769 3.206 -3.041 -0.01
H 4.318 -2.062 -0.465 0.06
H 2.234 3.341 3.074 0.11
H -1.580 2.865 2.747 0.07
N 5.021 -1.746 -1.117 0.18
C 0.665 -1.099 3.635 -0.13
C 0.131 -0.018 -0.292 -0.74
H 1.132 -3.230 -2.717 0.07
N 0.179 0.101 -3.958 0.20
H -1.867 -6.929 0.141 0.13
H -5.144 7.884 0.107 0.12
C -0.903 3.928 1.232 -0.80
C 3.000 -3.758 0.302 -0.76
H 6.044 -3.467 3.582 0.12
O 3.922 1.464 3.708 0.02
H 2.341 0.507 1.226 0.08
N -3.882 5.326 1.190 0.18
N -1.943 5.140 -1.953 0.22
H -5.070 -2.101 1.118 0.08
H -5.787 6.390 0.728 0.11
H 2.813 -1.524 -1.666 0.09
H 3.892 -5.463 -0.406 0.11
N -4.036 2.731 -0.868 0.21
H 1.686 2.439 1.749 0.09
O -6.679 -3.586 -0.333 0.01
N -3.561 -3.945 2.284 0.20
```

Properties
HOMO-LUMO gap   7.5 eV
Charge   0
Maximum force   7.8 eV/Å